Record 1
Below is a single C5H11NO molecule, with properties calculated with the ωB97M-V functional and the def2-TZVPD basis.

```
18
C5H11NO (the ωB97M-V functional and the def2-TZVPD basis)
N -2.23 -0.49 0.03
H -2.24 -0.55 2.08
H 2.44 1.21 0.16
C -1.30 -0.35 -0.80
C 1.14 -0.43 -0.35
H -1.40 -0.96 -1.70
C -0.04 0.47 -0.76
O 1.01 -0.87 0.99
C -2.30 0.20 1.28
C 2.46 0.32 -0.45
H 1.18 -1.31 -1.03
H -3.30 0.65 1.34
H 3.26 -0.32 -0.08
H -0.11 1.29 -0.03
H 0.16 0.89 -1.75
H -1.54 0.96 1.46
H 2.66 0.60 -1.48
H 0.16 -1.32 1.08
```

Computed properties:
Orbital gap, eV: 10.32
E, eV: -8900.2422
ΔE to the lowest compared entry with this formula, charge and spin, kJ/mol: 140.40
Spin multiplicity: 1
SMILES: C/N=C\C[C@@H](C)O
Strongest force on any atom, hartree/bohr: 0.0139

=====

Record 2
Below is 2 unconnected molecules or ions with the total composition C5H11NO at a distorted geometry, with properties calculated with the ωB97M-V functional and the def2-TZVPD basis.

```
18
C5H11NO (the ωB97M-V functional and the def2-TZVPD basis)
C -2.15 1.34 -0.97
C 0.58 -1.08 -0.87
C 1.87 -0.30 -0.78
H 2.55 -0.92 -0.20
O 1.40 1.00 5.68
H -2.92 0.83 -0.40
H 2.27 -0.01 -1.75
H 1.80 0.17 5.94
H -2.37 2.34 -1.31
N -1.71 -1.62 -1.31
C -0.97 0.78 -1.23
H 1.74 0.63 -0.26
C -0.66 -0.65 -1.04
H -1.47 -2.01 -2.22
H 0.78 -2.13 -1.08
H -0.18 1.41 -1.62
H -2.54 -1.09 -1.55
H 1.95 1.34 4.97
```

Computed properties:
Orbital gap, eV: 9.22
E, eV: -8899.3872
ΔE to the lowest compared entry with this formula, charge and spin, kJ/mol: 222.90
Spin multiplicity: 1
SMILES: C=C/C(N)=C\C.O
Strongest force on any atom, hartree/bohr: 0.0249